# 1
C38H37N5O2P2TeV | ωB97M-V/def2-TZVPD

```
86
Properties=species:S:1:pos:R:3:lowdin_spin:R:1
H 1.82 0.04 6.28 0.00
C 0.01 -2.30 1.40 -0.01
C 1.53 1.08 6.23 0.00
N -0.27 0.16 -2.14 0.00
C 1.61 3.24 5.21 0.00
H -0.33 3.13 -2.53 0.00
C 0.43 -3.68 1.88 -0.01
C -1.93 0.14 3.98 0.00
P 0.37 -0.90 2.78 0.00
H -2.67 4.32 3.78 0.00
C 0.23 -2.11 5.30 0.00
H -1.63 -3.75 -0.37 0.00
H -0.56 3.05 3.51 0.00
H 0.20 -4.41 1.11 0.00
H -0.10 -3.94 2.79 0.00
H 1.18 2.50 -1.88 0.00
C -1.49 -2.18 1.09 0.00
H 4.82 3.10 -0.56 0.00
N 0.30 2.90 7.18 0.00
H -5.22 0.11 3.05 0.00
C 0.69 1.63 7.19 0.00
C -0.62 -0.70 -4.16 0.00
C 0.52 2.48 -2.75 0.00
H -2.53 -0.81 -0.10 0.00
C -1.29 3.09 2.70 0.00
H -3.74 1.13 4.71 0.00
C 2.89 -2.94 5.21 0.00
C 3.90 3.40 -0.07 0.00
H 2.41 6.14 1.25 0.00
H -3.93 -2.17 2.57 0.00
C 2.35 -2.24 4.14 0.00
C 3.72 4.72 0.32 0.00
N -0.16 0.60 -4.26 0.00
H 0.31 1.02 8.01 0.00
C 2.55 5.11 0.95 0.00
C 1.54 4.18 1.20 0.00
C -0.70 -0.96 -2.84 0.01
N -1.72 -0.84 0.51 0.00
H -1.30 0.55 4.76 0.00
H -3.88 3.22 -0.17 0.00
H 3.04 1.43 -0.12 0.00
H -1.75 1.99 -0.47 0.00
C 0.77 3.69 6.23 0.00
C -3.70 -1.19 2.12 0.00
H -5.27 -1.25 0.93 0.00
C -1.03 2.43 1.51 0.00
N 0.64 -1.87 0.17 -0.15
C -2.20 -3.36 0.48 0.00
C 1.73 2.86 0.82 0.01
H 1.97 3.92 4.45 0.00
H 3.92 -3.28 5.17 0.00
C 0.06 1.10 -3.03 0.00
H 0.62 4.48 1.68 0.00
H 2.54 -3.74 7.16 0.00
C 1.07 0.71 2.68 -0.03
C -2.47 3.80 2.86 0.00
C -1.97 2.48 0.47 0.00
H -3.19 -3.07 0.13 0.00
H 0.01 1.10 -5.12 0.00
C 2.11 -3.21 6.33 0.00
H -0.80 -1.80 5.33 0.00
H 0.17 -3.04 7.23 0.00
H 0.46 4.73 6.27 0.00
C -4.17 -0.14 3.09 0.00
C 1.02 -1.80 4.20 0.00
C 1.97 1.90 5.20 0.00
Te 3.00 1.11 3.49 0.00
C -3.35 0.43 3.98 0.00
C -1.38 -0.58 2.99 0.00
C 0.78 -2.81 6.37 0.00
C -3.16 3.18 0.63 0.00
H -1.01 -1.87 -2.34 0.00
H -0.86 -1.29 -5.03 0.00
H -4.32 4.40 1.95 0.00
O 1.61 -0.96 0.32 -0.07
H 1.50 -3.70 2.08 0.00
V 0.14 -0.20 -0.29 1.25
H -2.31 -4.17 1.20 0.00
H 1.05 2.89 -3.60 0.00
C -3.40 3.84 1.83 0.00
H 4.50 5.44 0.13 0.00
P 0.53 1.56 1.20 0.00
C -2.19 -1.15 1.90 0.00
C 2.91 2.47 0.17 0.00
O -4.33 -1.08 0.85 0.00
H 2.95 -2.05 3.26 0.00
```

Output
<S²>: 0.866
E_LUMO (alpha / beta): -6.37 / -6.05 eV
energy above the lowest of the compared OMol25 structures with the same formula, charge and spin: 19.5 kcal per mole
total charge: +2
max |F|: 2.2 eV/Å
Kohn-Sham gap (alpha / beta): 6.02 / 6.34 eV
multiplicity: 2

# 2
C38H38BBr4N10O4Sr | ωB97M-V/def2-TZVPD

```
96
Properties=species:S:1:pos:R:3:lowdin_spin:R:1
C 2.81 1.19 1.50 0.00
C 0.62 3.53 -1.72 0.00
B -0.45 0.60 2.93 0.00
H -0.43 -2.68 -3.44 0.00
C -1.10 2.30 -2.95 0.00
H -2.95 1.86 -3.91 0.00
H -0.61 -4.46 -5.16 0.00
C -3.57 -0.89 -1.45 0.00
C -2.00 2.31 -4.17 0.00
N 1.48 1.24 1.44 0.00
H 0.74 4.57 -1.43 0.00
H -2.45 -3.47 -0.03 0.00
C -1.50 -4.06 -4.70 0.00
C 2.97 1.05 -2.93 0.00
H -2.17 3.32 -4.55 0.00
C -3.89 -3.99 -4.49 0.00
Br 5.31 -4.92 1.31 0.02
N 1.03 0.76 2.61 0.00
C -0.36 1.42 6.45 0.00
H -2.71 0.17 4.57 0.00
H 1.89 -0.05 4.36 0.00
H -2.84 -5.31 -5.81 0.00
Sr 0.08 -0.01 -0.27 0.00
H -4.20 -1.64 -0.99 0.00
C -1.16 -2.65 1.47 0.00
C 2.05 0.37 3.39 0.00
C 4.03 3.15 -3.32 0.00
C -2.35 -1.52 -2.06 0.00
H -1.20 -4.57 0.58 0.00
C 4.10 -3.87 -1.06 0.10
H 2.85 4.83 -2.70 0.00
C 4.06 1.77 -3.42 0.00
H -0.50 -1.72 4.51 0.00
N -0.85 -0.85 2.61 0.00
C -1.86 0.58 5.07 0.00
H -3.15 2.06 -1.23 0.00
H 4.86 3.74 -3.68 0.00
O 1.55 -1.42 -1.75 0.20
C -0.94 -3.04 2.79 0.00
C -2.54 -2.54 -3.13 0.00
H 4.22 0.47 3.07 0.00
N -0.40 3.44 -2.75 0.00
H 0.75 2.93 7.46 0.00
O -1.05 1.35 -2.19 0.00
H -4.87 -4.35 -4.79 0.00
H -0.77 -3.25 -0.53 0.00
C -1.68 0.95 6.39 0.00
N -1.26 1.66 2.17 0.00
N 1.94 1.62 -2.35 0.00
H -2.39 0.88 7.19 0.00
H 3.25 2.52 -0.10 0.00
C 3.23 -3.07 -1.76 0.04
H -4.15 -0.38 -2.22 0.00
C 2.92 3.75 -2.76 0.00
C -3.79 -3.00 -3.53 0.00
C -3.15 2.94 -0.60 0.00
C -2.41 3.50 1.80 0.00
H -2.90 4.45 1.92 0.00
H -2.69 3.76 -1.14 0.00
N -1.11 -1.32 1.38 0.00
N -1.69 1.58 0.91 0.00
Br 5.32 -4.98 -1.97 0.02
H 4.66 1.99 0.83 0.00
H 3.90 0.89 -0.32 0.00
C 3.22 0.64 2.72 0.00
O -1.24 -1.25 -1.67 0.00
H 0.28 2.93 -0.88 0.00
C 2.32 -2.18 -1.13 0.12
C -0.73 -1.87 3.48 0.00
H 2.93 -0.03 -3.00 0.00
C 4.09 -3.85 0.35 0.08
H -1.41 3.08 3.74 0.00
H -4.17 3.22 -0.36 0.00
N 0.20 1.35 5.26 0.00
C 1.90 2.95 -2.27 0.00
H -0.91 -4.04 3.17 0.00
Br 3.18 -3.07 -3.65 0.00
C -2.75 -4.53 -5.07 0.00
C 2.30 -2.18 0.34 0.11
H -1.55 1.71 -4.95 0.00
Br 3.09 -3.02 2.90 0.01
N -0.70 0.83 4.42 0.00
C 3.71 1.68 0.41 0.00
H -4.69 -2.60 -3.09 0.00
C -1.67 2.81 2.73 0.00
C -1.40 -3.07 -3.74 0.00
C 0.36 1.94 7.65 0.00
O 1.51 -1.42 0.93 0.21
C -1.41 -3.54 0.30 0.00
C 3.20 -3.05 1.02 0.06
H -0.31 1.96 8.50 0.00
H 4.90 1.25 -3.86 0.00
H -0.34 4.10 -3.51 0.00
C -2.41 2.67 0.67 0.00
H -3.23 -0.18 -0.70 0.00
H 1.21 1.29 7.88 0.00
```

Output
<S²>: 0.768
E_LUMO (alpha / beta): -0.17 / -1.26 eV
total charge: 0
max |F|: 2.4 eV/Å
Kohn-Sham gap (alpha / beta): 7.05 / 6.69 eV
multiplicity: 2

# 3
C38H38BF3O5 | ωB97M-V/def2-TZVPD

```
85
Properties=species:S:1:pos:R:3:mulliken_charge:R:1
B 1.49 1.54 0.62 1.00
C -1.24 -1.41 0.34 -0.18
C 3.89 0.03 0.21 -1.40
O 2.41 1.33 1.61 -0.89
H 1.12 -0.30 2.50 0.53
C 2.05 -1.84 -3.14 -0.17
C 3.92 2.37 -1.64 -1.67
H -4.89 -1.10 5.75 0.35
H 4.02 -1.66 -4.21 0.43
H -0.25 5.56 2.32 0.28
F -4.51 -4.43 -4.38 -0.26
H 3.11 -0.27 -0.51 -0.10
C 2.27 -0.54 -4.96 0.60
H 4.55 2.65 2.36 0.35
C -2.82 -1.82 -3.82 -0.93
H 3.93 -0.72 1.01 0.47
H 4.86 0.00 -0.30 0.38
H -0.74 2.26 -1.99 0.45
H -2.05 3.62 2.61 0.37
C 0.81 -1.30 -3.46 -0.11
C 0.28 -0.85 2.10 -0.08
H -1.67 -1.22 -0.65 0.76
O 1.88 2.37 -0.42 -0.16
O 0.96 -0.45 -4.55 -0.44
O -1.72 5.62 0.78 -0.47
C -1.79 -2.44 1.11 -1.00
C 2.97 -1.36 -4.11 -1.18
F -5.30 -2.76 -3.18 -0.27
C -2.69 -3.30 4.38 0.55
C -1.61 -1.17 -3.76 -0.51
H -2.24 -5.26 5.15 0.38
H 5.68 1.97 1.16 0.34
H 2.25 -2.53 -2.34 0.61
H -1.50 -0.19 -4.24 0.43
C -1.89 -3.70 -2.56 -1.03
H -1.08 1.39 2.20 0.34
C -3.70 -4.22 6.38 -0.35
H -1.73 4.52 -1.60 0.43
C -1.55 3.83 -0.78 -0.68
H 3.02 4.64 -0.46 0.44
H 2.59 1.19 -6.16 0.29
H -0.08 -1.83 4.00 0.43
C -0.49 -1.79 -3.17 1.44
C 3.54 3.95 0.22 -2.04
H -2.02 -4.67 -2.10 0.46
H -0.88 7.17 1.79 0.27
H -5.16 -2.97 7.37 0.35
C -0.98 2.60 -0.99 -0.84
C -4.31 -2.02 5.63 -0.58
C 2.64 0.09 -6.22 -1.32
C 4.78 1.77 1.75 -1.90
H 2.00 -0.23 -7.05 0.31
H -1.89 6.11 2.82 0.29
C 3.30 2.52 -0.26 1.59
C -2.96 -3.05 -3.19 0.43
H 0.18 -3.51 -2.03 0.25
H 3.17 4.10 1.23 0.38
C -2.82 -4.36 5.30 -0.62
F -4.51 -4.55 -2.18 -0.26
H 3.67 -0.19 -6.45 0.36
H -3.79 -5.04 7.10 0.36
C -1.40 -2.55 2.45 0.34
C -4.31 -3.70 -3.23 0.85
C -1.14 6.13 2.02 -0.68
H -3.66 -1.36 -4.33 0.41
C -3.41 -2.11 4.56 -0.19
C -0.38 -1.74 2.95 -0.47
H 3.71 1.40 -2.09 0.23
C -1.17 2.10 1.37 -0.16
H 5.01 0.93 2.42 0.48
H 3.50 3.15 -2.29 0.43
C -0.66 -3.05 -2.52 -0.34
H 4.61 4.19 0.17 0.39
C 0.28 0.57 -0.02 1.22
C -1.73 3.34 1.61 -0.75
C -4.46 -3.06 6.54 -0.52
O -1.96 -3.58 3.23 -0.50
C -0.19 -0.61 0.80 -0.89
H -3.28 -1.29 3.86 0.40
C -1.73 4.28 0.55 0.49
H 0.48 0.27 -1.05 -0.29
C -0.67 1.76 0.10 0.08
C 3.65 1.42 0.83 1.34
H -2.52 -3.13 0.69 0.53
H 5.00 2.52 -1.59 0.37
```

Output
E_LUMO: 0.10 eV
SMILES: COc1ccc([C@@H](B2OC(C)(C)C(C)(C)O2)c2ccc(Oc3ccccc3)cc2)cc1.Cc1ccc(-c2ccc(C(F)(F)F)cc2)o1
energy above the lowest of the compared OMol25 structures with the same formula, charge and spin: 0.0 kcal per mole
total charge: 0
max |F|: 3.8 eV/Å
Kohn-Sham gap: 7.73 eV

- Look up the total charge of the second one.
  0